{
  "formula": "C16H19NO3ReSSbSe4",
  "method": "the ωB97M-V functional and the def2-TZVPD basis",
  "symbols": ["Re", "Se", "Sb", "Se", "Se", "Se", "C", "O", "C", "C", "C", "C", "C", "C", "N", "C", "C", "C", "C", "C", "C", "C", "O", "H", "H", "H", "H", "H", "H", "H", "H", "H", "H", "H", "H", "H", "C", "S", "C", "O", "H", "H", "H", "H", "H", "H"],
  "coordinates": [[-1.28224, -0.73373, 1.36537], [-1.70628, -5.90935, 0.94090], [-2.81260, -4.01248, 1.82688], [-1.13761, -2.27116, 3.08347], [-2.73381, -1.96133, 0.03597], [-4.86814, -3.89368, 2.97659], [-1.73013, 0.78913, -1.65866], [-0.64490, 0.60020, -0.72334], [0.62440, 0.82531, -1.20547], [0.86536, 1.05275, -2.55411], [2.16165, 1.21507, -3.02455], [3.23842, 1.13831, -2.15371], [2.99925, 0.94079, -0.80597], [1.70320, 0.81557, -0.31620], [1.53633, 0.61212, 1.06474], [0.40980, 0.82613, 1.77471], [-0.43983, 2.00899, 1.54177], [0.04748, 3.22917, 1.05483], [-0.77344, 4.33321, 0.98638], [-2.10417, 4.23271, 1.39416], [-2.61382, 3.02738, 1.83511], [-1.79591, 1.90912, 1.87381], [-2.32662, 0.65079, 2.12967], [-2.64613, 0.70056, -1.08741], [-1.70675, 0.02856, -2.43462], [-1.67344, 1.78622, -2.09107], [0.04625, 1.09699, -3.25622], [2.32197, 1.39840, -4.07984], [4.25337, 1.24339, -2.51718], [3.82551, 0.90846, -0.10169], [2.28184, 0.11505, 1.52063], [0.45950, 0.46365, 2.80272], [1.09264, 3.31115, 0.78158], [-0.37940, 5.28201, 0.64570], [-2.74582, 5.10408, 1.35741], [-3.65024, 2.91785, 2.13388], [2.42127, -3.32290, 0.05133], [0.66888, -3.26581, 0.35090], [0.12118, -3.77562, -1.25770], [0.39540, -1.75133, 0.40496], [2.67250, -4.32320, -0.30476], [2.93026, -3.13498, 0.99612], [2.66963, -2.56521, -0.69422], [0.43861, -4.80872, -1.40736], [0.55192, -3.09998, -1.99775], [-0.96537, -3.73363, -1.25775]],
  "forces_ev_per_angstrom": [[1.79, -0.98, 0.75], [-0.07, 0.22, 0.09], [-0.49, -0.19, -0.17], [-0.39, 0.48, -0.09], [-0.62, -0.42, -0.38], [0.37, 0.04, -0.09], [0.06, 0.18, 0.13], [-0.39, -0.15, 0.04], [-0.07, 0.00, -0.15], [0.10, -0.01, -0.10], [-0.04, 0.00, -0.01], [0.00, -0.03, 0.02], [0.11, 0.08, 0.00], [0.01, -0.05, 0.17], [0.25, 0.34, -0.02], [-0.71, 0.15, -0.61], [0.17, 0.28, 0.22], [0.27, -0.22, 0.16], [-0.11, 0.03, 0.00], [0.05, 0.07, 0.01], [-0.42, -0.22, 0.14], [-0.10, -0.31, -0.13], [0.57, 0.68, -0.15], [-0.05, -0.01, 0.07], [0.01, -0.07, -0.03], [0.04, 0.03, 0.00], [0.05, -0.02, 0.01], [-0.01, -0.03, 0.06], [-0.08, 0.01, 0.04], [-0.06, 0.02, -0.05], [0.05, -0.16, 0.03], [0.01, 0.02, 0.05], [-0.01, 0.00, 0.01], [-0.02, -0.05, -0.01], [0.01, -0.05, 0.01], [0.05, 0.05, -0.07], [0.12, 0.08, 0.02], [-0.07, -0.45, 0.17], [-0.03, 0.04, -0.19], [-0.37, 0.64, 0.09], [-0.01, 0.06, 0.04], [0.00, 0.02, -0.07], [0.02, -0.07, 0.02], [-0.02, 0.07, 0.03], [-0.01, -0.05, -0.02], [0.06, -0.04, -0.06]],
  "lowdin_spin": [0.54, -0.02, -0.01, -0.06, 0.16, -0.13, 0.00, 0.01, 0.02, 0.00, 0.02, 0.00, 0.02, 0.00, 0.15, 0.14, 0.01, 0.02, 0.00, 0.02, -0.01, 0.03, 0.03, 0.00, 0.00, 0.00, 0.00, 0.00, 0.00, 0.00, 0.00, 0.01, 0.00, 0.00, 0.00, 0.00, 0.00, 0.01, 0.01, 0.02, 0.00, 0.00, 0.00, 0.00, 0.00, 0.01],
  "de_lowest_kj_mol": 77.8,
  "s2": 1.065,
  "charge": 1,
  "spin_multiplicity": 2,
  "orbital_gap_ev": [4.99, 5.11]
}



{
  "formula": "C32H51Cl2PPd",
  "method": "the ωB97M-V functional and the def2-TZVPD basis",
  "symbols": ["Pd", "P", "Cl", "C", "H", "H", "C", "C", "C", "H", "C", "H", "H", "C", "H", "H", "C", "H", "H", "C", "H", "H", "H", "H", "C", "C", "H", "C", "H", "H", "C", "H", "H", "C", "H", "H", "C", "H", "H", "H", "H", "C", "H", "C", "H", "H", "C", "H", "H", "C", "H", "H", "C", "H", "H", "H", "H", "C", "C", "H", "C", "H", "C", "H", "H", "C", "H", "H", "C", "H", "H", "H", "H", "Cl", "C", "C", "C", "C", "C", "C", "C", "H", "H", "H", "H", "H", "H"],
  "coordinates": [[3.10737, -0.14446, 0.89360], [-0.39426, -0.13325, 0.17998], [2.15404, -2.19814, 1.56407], [4.33839, -1.09112, -0.45297], [4.74086, -1.97405, 0.04675], [5.09321, -0.31619, -0.65793], [-1.67764, -0.93726, 1.28580], [-0.53602, -1.07851, -1.44094], [-1.39217, -2.43273, 1.45265], [-1.46556, -0.44364, 2.25444], [-2.22802, -3.00569, 2.60093], [-1.65334, -2.96421, 0.52444], [-0.31534, -2.59262, 1.63142], [-3.72398, -2.71861, 2.41885], [-2.05848, -4.08643, 2.66782], [-1.87763, -2.56228, 3.54241], [-4.02507, -1.25410, 2.08185], [-4.11151, -3.35584, 1.61299], [-4.26352, -2.99763, 3.33002], [-3.15397, -0.71733, 0.94422], [-5.08067, -1.13709, 1.80948], [-3.85050, -0.63323, 2.97096], [-3.40194, -1.24521, 0.01330], [-3.38320, 0.34196, 0.77904], [-1.08026, 1.60380, -0.16078], [-1.91122, -1.43785, -2.00340], [-0.02650, -0.38492, -2.13779], [-1.72865, -1.88310, -3.45841], [-2.34252, -2.26684, -1.42273], [-2.61937, -0.60406, -1.96031], [-0.72773, -3.03896, -3.60334], [-2.70190, -2.17815, -3.86929], [-1.38043, -1.02334, -4.04769], [0.57421, -2.82409, -2.82150], [-1.19828, -3.96178, -3.23795], [-0.50018, -3.19620, -4.66349], [0.25765, -2.38616, -1.39097], [1.17574, -3.74287, -2.80455], [1.19173, -2.05362, -3.30821], [-0.32838, -3.17678, -0.90275], [1.15190, -2.27504, -0.75912], [-1.54697, 2.26128, 1.14595], [-0.17325, 2.14040, -0.49854], [-1.94644, 3.72250, 0.92795], [-2.40857, 1.71948, 1.56141], [-0.75265, 2.19042, 1.90448], [-2.97929, 3.88395, -0.19644], [-2.34741, 4.13172, 1.86409], [-1.04643, 4.30509, 0.68254], [-2.56680, 3.17948, -1.49360], [-3.94251, 3.47918, 0.14293], [-3.13873, 4.94957, -0.39575], [-2.12523, 1.72780, -1.27578], [-3.40145, 3.19322, -2.20471], [-1.73950, 3.72920, -1.96103], [-3.01445, 1.13435, -1.01545], [-1.73217, 1.33037, -2.22244], [1.22258, 0.78602, 3.39204], [2.31972, 0.96790, 2.66942], [0.83787, -0.22734, 3.54490], [2.79005, 2.34070, 2.27855], [3.16271, 0.16999, 2.69001], [2.41626, 3.40446, 3.32395], [3.87404, 2.34020, 2.09867], [2.33237, 2.59364, 1.30784], [0.94053, 3.31912, 3.67418], [3.00268, 3.24243, 4.23376], [2.66488, 4.40308, 2.94843], [0.53455, 1.89740, 4.13798], [0.70777, 4.02156, 4.48154], [0.33880, 3.62108, 2.81324], [0.79257, 1.83673, 5.20658], [-0.56011, 1.78266, 4.12547], [2.40871, 1.59192, -4.16514], [3.12605, 0.16141, -3.55148], [3.83613, -0.66757, -4.42189], [4.44957, -1.86207, -3.96309], [4.34898, -2.23665, -2.66598], [3.54855, -1.43922, -1.69928], [3.03242, -0.11648, -2.17628], [2.62869, 0.77365, -1.10392], [3.96154, -0.37040, -5.46044], [5.01442, -2.46613, -4.67460], [4.87276, -3.09902, -2.25514], [2.68770, -2.02213, -1.30758], [3.33519, 1.57564, -0.82948], [1.58699, 1.10708, -1.11880]],
  "forces_ev_per_angstrom": [[-0.81, -0.07, -0.47], [-1.55, -0.48, -0.68], [-0.39, -0.51, 0.26], [1.13, -0.28, -0.13], [0.15, 0.12, -0.01], [0.14, -0.43, -0.05], [0.82, 0.34, 0.34], [0.57, 0.36, 0.55], [0.17, -0.20, 0.12], [-0.19, -0.19, -0.11], [-0.01, 0.17, -0.04], [0.01, 0.19, 0.27], [-0.45, -0.02, -0.06], [-0.01, -0.08, -0.05], [-0.04, 0.16, 0.07], [-0.04, -0.06, -0.06], [0.10, 0.01, 0.14], [0.04, 0.06, 0.04], [0.00, -0.03, -0.13], [-0.19, 0.08, -0.26], [0.12, -0.03, 0.10], [-0.04, -0.05, -0.05], [0.04, 0.12, 0.29], [-0.02, -0.38, 0.06], [0.83, -0.15, 0.13], [-0.42, 0.25, -0.13], [-0.09, -0.27, 0.03], [0.13, -0.02, -0.10], [0.15, 0.20, -0.13], [0.13, -0.32, -0.08], [0.02, -0.15, -0.03], [0.15, 0.04, 0.01], [-0.04, -0.07, 0.08], [0.09, 0.10, 0.05], [0.01, 0.09, -0.04], [-0.08, -0.03, 0.11], [0.59, -0.12, 0.12], [-0.15, 0.14, -0.08], [-0.11, -0.12, 0.07], [0.04, 0.24, -0.14], [-0.45, -0.11, -0.35], [0.01, -0.11, 0.23], [-0.25, 0.03, 0.08], [0.11, 0.07, -0.14], [0.21, 0.16, -0.11], [-0.22, 0.01, -0.29], [-0.03, -0.09, 0.08], [0.10, -0.02, -0.16], [-0.11, -0.06, 0.02], [0.27, 0.14, 0.10], [0.09, 0.01, -0.02], [-0.04, -0.14, 0.04], [-0.33, -0.22, -0.09], [0.16, 0.02, 0.07], [-0.07, -0.01, 0.06], [0.25, 0.18, -0.11], [-0.09, 0.08, 0.26], [-0.58, -0.51, 0.60], [1.11, 0.41, 0.39], [0.40, 0.16, 0.24], [0.18, 0.68, 0.19], [-0.93, 0.23, 0.26], [0.17, -0.09, -0.19], [-0.20, 0.02, 0.10], [0.03, 0.05, 0.18], [-0.35, -0.28, 0.22], [0.08, -0.03, -0.07], [-0.03, -0.10, 0.08], [-0.29, 0.70, -0.17], [-0.02, -0.01, -0.13], [0.05, 0.01, -0.03], [0.09, -0.35, -0.19], [0.19, 0.05, -0.12], [-0.22, 0.74, -0.28], [0.16, -0.74, 2.09], [-0.10, -0.07, -0.69], [0.20, -0.22, 0.14], [-0.17, -0.02, -0.20], [0.26, 0.20, 0.55], [0.39, -0.61, -2.27], [-1.06, 0.80, 0.39], [-0.17, -0.04, 0.20], [-0.05, 0.22, 0.19], [-0.18, 0.04, -0.26], [0.53, 0.03, -0.41], [-0.26, -0.04, -0.29], [0.35, 0.27, -0.20]],
  "lowdin_spin": [0.98, 0.37, 0.29, 0.35, 0.03, 0.03, 0.05, 0.04, 0.00, 0.00, 0.00, 0.00, 0.00, 0.00, 0.00, 0.00, 0.01, 0.00, 0.00, 0.02, 0.00, 0.00, 0.00, 0.00, 0.05, 0.01, 0.00, 0.01, 0.00, 0.00, 0.00, 0.00, 0.00, 0.00, 0.00, 0.00, 0.01, 0.00, 0.00, 0.00, 0.00, 0.00, 0.00, 0.00, 0.00, 0.00, 0.00, 0.00, 0.00, 0.01, 0.00, 0.00, 0.01, 0.00, 0.00, 0.00, 0.00, 0.06, 0.04, 0.00, 0.02, 0.03, 0.00, 0.01, 0.00, 0.00, 0.00, 0.00, 0.01, 0.00, 0.00, 0.00, 0.00, -0.01, 0.02, 0.30, 0.02, 0.21, 0.10, 0.31, 0.46, 0.02, -0.01, 0.01, 0.04, 0.05, 0.03],
  "de_lowest_kj_mol": 0.0,
  "s2": 6.059,
  "spin_multiplicity": 5,
  "orbital_gap_ev": [6.27, 4.91]
}